[1]
Molecular formula: C5H11NO
Method: DFT, the ωB97M-V functional and the def2-TZVPD basis

```
18
Properties=species:S:1:pos:R:3:forces:R:3
C 0.51278 -0.94985 -2.68014 1.616 -1.081 1.804
N 0.80718 -0.49021 -1.51770 -1.857 2.167 -1.987
C -0.14396 -0.37718 -0.48041 -0.368 -2.857 0.245
C -0.42507 -1.32120 0.44772 0.453 1.442 0.073
C -1.07602 0.76680 -0.65256 -0.994 1.712 0.509
C -0.49329 2.07063 -0.05575 0.465 -0.023 0.141
H 0.44824 -0.40826 -3.63881 0.915 0.115 0.248
H 0.47793 -2.05075 -2.71023 -1.236 -0.075 -0.649
H -1.21672 -1.03770 1.16214 0.483 -0.666 -0.305
H 0.20606 -2.19392 0.57942 -0.186 0.069 0.094
H -2.02603 0.54014 -0.15324 0.243 -0.131 0.090
H -1.40284 1.05730 -1.66196 0.615 -0.890 -0.110
H -0.63920 2.90002 -0.77770 0.252 -0.271 0.773
H 0.57349 1.89688 0.15183 -0.149 0.392 -0.439
H -0.89367 2.30501 0.94023 -0.235 0.068 -0.440
O 0.85810 -0.01597 3.68586 0.480 1.027 -0.127
H 0.72776 -0.78735 3.13737 -0.344 -0.379 0.348
H 0.50463 -0.08978 4.57492 -0.152 -0.617 -0.267
```
Positions in Å, forces in eV/Å.

The total charge is 0. The total energy is -8897.218 eV. The value obtained for the orbital gap is 8.15 eV. The LUMO energy is -0.0017 Eh. The calculation puts the energy relative to the best compared isomer or geometry (same formula, charge and spin) at 4.4797 eV. For the highest occupied orbital energy, the calculation gives -8.193 eV. The molar mass is 101.149 g mol⁻¹. As for the maximum force: 3.48 eV Å⁻¹.



[2]
Molecular formula: C4H11N2O
Method: DFT, the ωB97M-V functional and the def2-TZVPD basis

```
18
Properties=species:S:1:pos:R:3:forces:R:3
C 1.90875 0.22885 -0.55646 -2.756 4.092 -0.921
N 0.95996 0.60246 0.47691 -0.253 -0.562 0.215
C -0.09532 -0.30596 0.70712 1.392 -2.373 2.300
C 0.46308 -2.06048 0.50165 -2.833 3.407 -1.410
O -0.21929 -2.73192 -0.20612 0.652 -0.119 0.650
N -1.25381 -0.08539 -0.23755 1.149 0.402 -0.882
C -1.84238 1.32770 -0.17767 2.282 -1.060 -2.494
H 2.56293 1.08779 -0.65549 0.621 -0.554 -0.257
H 2.25268 -0.70551 -0.57361 2.381 -3.595 0.889
H 1.28968 0.19088 -1.43492 -0.034 0.472 -1.191
H 1.43590 0.95621 1.28179 -0.302 0.033 0.647
H -0.45836 -0.23932 1.74925 0.032 0.067 -0.577
H 1.43628 -2.24119 0.92064 0.563 -0.470 0.556
H -1.87940 -0.88288 -0.20970 -0.567 -0.040 0.333
H -0.71666 -0.26754 -1.09541 -0.818 0.580 -0.545
H -2.44745 1.46483 0.59844 -2.328 -0.125 3.603
H -1.00304 1.96089 -0.07371 0.967 0.605 0.179
H -2.39357 1.70059 -1.01515 -0.148 -0.760 -1.096
```
Positions in Å, forces in eV/Å.

The total charge is +1. The total energy is -9345.067 eV. The value obtained for the orbital gap is 9.99 eV. The LUMO energy is -0.1276 Eh. The calculation puts the energy relative to the best compared isomer or geometry (same formula, charge and spin) at 3.7903 eV. For the highest occupied orbital energy, the calculation gives -13.468 eV. The molar mass is 103.145 g mol⁻¹. As for the maximum force: 5.02 eV Å⁻¹.



[3]
Molecular formula: C7H9PS3
Method: DFT, the ωB97M-V functional and the def2-TZVPD basis

```
20
Properties=species:S:1:pos:R:3:forces:R:3
C 1.76691 -0.91776 2.25405 -0.458 -0.376 -3.735
S 0.00667 -0.67430 1.99759 0.273 -0.833 0.085
C 0.06405 0.89716 1.38833 -0.378 0.330 0.129
S 1.39113 1.83930 1.21418 -0.670 0.104 0.213
P -1.56953 1.47490 0.69745 0.834 -0.138 -2.828
S -3.15626 0.36189 1.44768 -0.738 -0.106 0.148
C -1.25849 0.44991 -1.07852 1.499 0.907 0.556
C -0.02095 1.19593 -1.48741 -0.782 -4.421 -1.403
C 0.82694 0.31567 -2.04001 2.012 1.203 -0.691
C 0.22802 -0.98094 -2.18184 -0.860 -0.449 0.251
C -0.98619 -0.96903 -1.63379 -0.040 1.907 2.383
H 2.20693 -0.62797 1.18869 -0.424 -0.523 2.581
H 1.92222 -1.96466 2.43843 0.209 -0.313 0.416
H 1.97757 -0.24444 3.02098 1.241 0.849 1.145
H -2.26165 -0.06936 2.29140 0.159 -0.881 1.178
H -2.10533 0.75296 -1.62219 -1.452 0.915 -0.658
H 0.24181 2.15285 -1.39147 0.415 3.668 0.714
H 1.85666 0.62452 -2.35714 -1.078 -0.587 0.170
H 0.54596 -1.86862 -2.66622 0.877 -0.390 -0.490
H -1.67647 -1.74801 -1.48019 -0.640 -0.865 -0.163
```
Positions in Å, forces in eV/Å.

The total charge is 0. The total energy is -49196.423 eV. The value obtained for the orbital gap is 7.62 eV. The LUMO energy is -0.0233 Eh. The calculation puts the energy relative to the best compared isomer or geometry (same formula, charge and spin) at 2.9954 eV. For the highest occupied orbital energy, the calculation gives -8.256 eV. The molar mass is 220.324 g mol⁻¹. As for the maximum force: 4.70 eV Å⁻¹.



[4]
Molecular formula: C3H3N3O3
Method: DFT, the ωB97M-V functional and the def2-TZVPD basis

```
12
Properties=species:S:1:pos:R:3:forces:R:3
C 0.05484 -0.42244 -1.35451 3.151 -0.829 1.228
C -0.23251 0.04551 -0.02464 0.434 -0.264 1.414
C 2.16969 -1.28565 -2.31248 1.308 0.710 -0.859
N 1.14854 -0.95368 -1.80053 -2.235 0.356 0.784
N 0.69596 0.22543 0.84483 0.741 0.583 -0.116
N 2.91146 -2.45030 -2.56147 0.039 -0.683 0.166
O 2.64276 -3.10375 -3.56608 0.131 0.538 0.732
O 3.84511 -2.63030 -1.78586 -0.589 -0.093 -0.461
O 0.33535 0.67185 2.09906 -1.422 0.107 0.187
H -0.78039 -0.25777 -1.90487 -1.868 -0.200 -2.694
H -1.32773 0.09464 0.02746 0.309 0.626 1.125
H 1.05948 1.07363 2.63410 0.001 -0.852 -1.508
```
Positions in Å, forces in eV/Å.

The total charge is 0. The total energy is -13764.106 eV. The value obtained for the orbital gap (spin up / spin down) is 7.59 / 7.59 eV. The LUMO energy (spin up / spin down) is -0.0431 / -0.0430 Eh. The calculation puts the energy relative to the best compared isomer or geometry (same formula, charge and spin) at 9.5504 eV. For the highest occupied orbital energy (spin up / spin down), the calculation gives -8.762 / -8.762 eV. The molar mass is 129.075 g mol⁻¹. As for the maximum force: 3.48 eV Å⁻¹.